(1)
This record from the OMol25 dataset describes a structure of composition C38H47MnN11O3Sb. The level of theory is ωB97M-V/def2-TZVPD.

Calculated values
LUMO (alpha / beta)	-1.67 / -0.29	eV
orbital gap (alpha / beta)	6.60 / 8.18	eV
HOMO level (alpha / beta)	-8.275 / -8.466	eV
max |F|	0.4	eV/Å

```
! wB97M-V def2-TZVPD RIJCOSX def2/J DEFGRID3
* xyz 0 5
Mn -0.087 -1.132 0.062
N -2.887 -3.156 -0.064
C -2.481 -2.681 1.151
N -3.042 -2.972 2.308
N -2.345 -2.252 3.209
N -1.423 -1.572 2.647
N -1.470 -1.817 1.307
C -2.288 -2.775 -1.233
N -2.623 -3.211 -2.429
N -1.771 -2.585 -3.267
N -0.971 -1.828 -2.629
N -1.266 -1.906 -1.305
H -3.639 -3.821 -0.104
C 2.974 -1.917 -6.158
C 1.595 -1.955 -6.021
C 0.974 -1.251 -4.998
C 1.726 -0.495 -4.103
C 3.108 -0.459 -4.252
C 3.731 -1.166 -5.271
Sb 0.758 0.522 -2.505
C 1.788 2.413 -2.668
C 3.141 2.526 -2.350
C 3.787 3.754 -2.388
C 3.087 4.902 -2.731
C 1.740 4.807 -3.046
C 1.101 3.574 -3.018
C -1.014 1.157 -3.476
C -2.196 1.184 -2.745
C -3.377 1.621 -3.329
C -3.383 2.028 -4.654
C -2.208 2.001 -5.392
C -1.027 1.572 -4.804
H 3.459 -2.470 -6.952
H 0.994 -2.541 -6.705
H -0.102 -1.312 -4.897
H 3.723 0.129 -3.582
H 4.809 -1.126 -5.371
H 3.703 1.658 -2.038
H 4.841 3.812 -2.146
H 3.588 5.861 -2.757
H 1.182 5.694 -3.321
H 0.050 3.528 -3.277
H -2.207 0.850 -1.711
H -4.292 1.635 -2.749
H -4.304 2.363 -5.115
H -2.211 2.310 -6.430
H -0.115 1.558 -5.389
C 7.233 -4.102 2.032
C 5.879 -3.575 1.655
C 4.855 -3.507 2.587
C 3.591 -3.026 2.262
C 2.543 -3.012 3.342
C 3.362 -2.607 0.939
C 4.375 -2.695 -0.034
C 4.171 -2.260 -1.459
C 5.621 -3.164 0.352
C 2.048 -2.055 0.561
O 1.553 -2.172 -0.598
O 1.328 -1.412 1.407
H 7.301 -4.287 3.103
H 8.020 -3.398 1.755
H 7.441 -5.039 1.513
H 5.038 -3.846 3.600
H 2.863 -3.647 4.168
H 1.574 -3.359 2.991
H 2.385 -2.003 3.726
H 3.714 -1.272 -1.505
H 3.499 -2.930 -1.995
H 5.128 -2.233 -1.980
H 6.411 -3.213 -0.389
C -1.111 1.385 4.375
C 0.254 1.560 3.725
N 0.216 2.460 2.570
C 0.461 3.871 2.854
C 1.943 4.214 2.877
C -0.095 2.002 1.339
C -0.073 2.976 0.200
N -0.445 0.771 1.109
H -1.049 0.668 5.193
H -1.840 0.998 3.664
H -1.480 2.332 4.771
H 0.668 0.597 3.419
H 0.964 1.988 4.435
H 0.004 4.092 3.821
H -0.066 4.486 2.128
H 2.481 3.566 3.570
H 2.098 5.246 3.193
H 2.388 4.093 1.887
H -0.884 3.698 0.312
H -0.243 2.438 -0.723
H 0.862 3.533 0.120
H -0.595 0.287 1.995
C 4.010 0.535 2.412
C 4.299 0.727 0.936
O 3.116 0.637 0.144
H 4.933 0.552 2.994
H 3.511 -0.420 2.575
H 3.362 1.330 2.791
H 4.964 -0.058 0.578
H 4.794 1.690 0.755
H 2.431 1.167 0.569
*
```

These are the Mulliken partial charges, in e, on atoms 1 to 4:
1 Mn 0.2179
2 N 0.0012
3 C 0.3925
4 N -0.5736

=====

(2)
This record from the OMol25 dataset describes a structure of composition C24H29BCoF5N9O4 in a non-equilibrium geometry. The level of theory is ωB97M-V/def2-TZVPD.

Calculated values
LUMO (alpha / beta)	-0.21 / -0.21	eV
ΔE to the lowest compared entry with this formula, charge and spin	0.00	kcal per mole
orbital gap (alpha / beta)	6.79 / 6.75	eV
HOMO level (alpha / beta)	-7.007 / -6.966	eV
max |F|	1.1	eV/Å

```
! wB97M-V def2-TZVPD RIJCOSX def2/J DEFGRID3
* xyz 0 2
Co 0.080 -0.529 -0.621
N -0.285 -0.879 1.587
C 0.381 0.143 2.405
C 0.672 -0.382 3.826
C 1.480 0.468 4.811
C 0.809 1.780 5.212
N 0.821 2.668 4.056
C -0.128 3.490 3.702
N -0.061 4.077 2.493
N -1.178 3.755 4.502
C 1.623 0.624 1.620
O 2.232 1.647 2.028
O 1.910 -0.024 0.595
H -1.239 -1.040 1.890
H 0.230 -1.749 1.658
H -0.314 0.982 2.460
H 1.176 -1.348 3.716
H -0.298 -0.599 4.287
H 2.467 0.690 4.399
H 1.641 -0.114 5.720
H 1.344 2.233 6.049
H -0.220 1.588 5.531
H 1.477 2.366 3.281
H 0.588 3.680 1.821
H -0.905 4.450 2.091
H -1.135 3.508 5.474
H -1.830 4.472 4.241
B -2.408 1.632 0.371
N -2.898 0.397 -0.423
C -4.163 0.100 -0.774
C -4.157 -1.112 -1.435
C -2.808 -1.486 -1.443
N -2.063 -0.577 -0.817
N -1.121 2.189 -0.311
C -0.813 3.486 -0.466
C 0.489 3.588 -0.924
C 0.914 2.264 -1.035
N -0.061 1.438 -0.679
H -2.169 1.331 1.538
H -3.260 2.492 0.310
H -4.966 0.785 -0.553
H -4.995 -1.631 -1.872
H -2.334 -2.329 -1.923
H -1.556 4.245 -0.275
H 1.039 4.482 -1.167
H 1.862 1.879 -1.375
O 3.112 -1.202 -2.002
C 3.158 -2.116 -0.929
C 1.963 -3.038 -0.840
C 2.141 -4.396 -1.069
C 1.076 -5.272 -0.958
C -0.161 -4.767 -0.603
C -0.266 -3.405 -0.390
N 0.758 -2.553 -0.502
H 2.442 -0.533 -1.810
H 3.278 -1.607 0.028
H 4.037 -2.735 -1.104
H 3.121 -4.753 -1.355
H 1.209 -6.330 -1.150
H -1.031 -5.401 -0.504
H -1.219 -2.967 -0.118
F -0.104 -0.356 -7.909
C -0.031 -0.507 -6.576
C -0.061 -1.764 -6.006
F -0.166 -2.847 -6.789
C 0.011 -1.911 -4.637
F -0.027 -3.155 -4.122
C 0.124 -0.827 -3.753
O 0.186 -1.063 -2.477
C 0.147 0.429 -4.374
F 0.251 1.536 -3.616
C 0.075 0.589 -5.744
F 0.105 1.820 -6.273
*
```

These are the Mulliken partial charges, in e, on atoms 1 to 4:
1 Co 1.0090
2 N -0.2174
3 C 0.6147
4 C -0.9043

=====

(3)
This record from the OMol25 dataset describes a structure of composition C43H64FN8OP2RbSi2 in a non-equilibrium geometry. The level of theory is ωB97M-V/def2-TZVPD.

Calculated values
LUMO	3.65	eV
ΔE to the lowest compared entry with this formula, charge and spin	0.00	kcal per mole
orbital gap	4.86	eV
HOMO level	-1.216	eV
max |F|	3.6	eV/Å

```
! wB97M-V def2-TZVPD RIJCOSX def2/J DEFGRID3
* xyz -2 1
Rb 0.427 1.102 1.172
C 4.185 2.746 -2.709
Si 3.300 1.820 -1.367
C 2.973 3.111 0.007
C 4.537 0.492 -0.831
N 1.853 1.207 -2.000
P 0.467 1.204 -2.757
C -0.882 0.754 -1.904
P -2.261 -0.164 -1.871
N -2.421 -1.145 -0.591
Si -3.261 -2.304 0.156
C -2.063 -3.563 0.936
C -4.308 -3.401 -1.013
C -4.529 -1.728 1.482
C -2.600 -1.282 -3.312
C -1.524 -2.173 -3.558
C -1.634 -3.183 -4.500
C -2.899 -3.438 -5.020
C -3.971 -2.647 -4.693
C -3.875 -1.493 -3.911
C -3.690 1.061 -2.159
C -4.621 1.495 -1.201
C -5.503 2.543 -1.463
C -5.589 3.083 -2.788
C -4.660 2.652 -3.729
C -3.733 1.679 -3.428
C 0.343 2.852 -3.495
C -0.617 3.752 -3.013
C -0.673 5.065 -3.491
C 0.116 5.495 -4.554
C 1.057 4.585 -5.094
C 1.171 3.299 -4.514
C 0.658 0.138 -4.267
C -0.194 0.239 -5.375
C -0.037 -0.578 -6.478
C 0.883 -1.610 -6.445
C 1.678 -1.761 -5.325
C 1.553 -0.900 -4.262
H 5.122 3.184 -2.216
H 3.579 3.496 -3.196
H 4.469 2.042 -3.525
H 4.002 3.402 0.234
H 2.539 2.973 0.932
H 2.574 4.052 -0.469
H 5.541 0.902 -0.832
H 4.561 -0.416 -1.379
H 4.438 0.148 0.220
H -1.265 -3.864 0.226
H -2.686 -4.506 1.130
H -1.535 -3.322 1.959
H -3.752 -3.628 -1.986
H -5.259 -2.896 -1.350
H -4.524 -4.397 -0.665
H -4.135 -0.881 2.161
H -4.713 -2.646 2.150
H -5.562 -1.511 1.128
H -0.649 -2.042 -2.943
H -0.772 -3.664 -4.879
H -3.106 -4.272 -5.604
H -4.885 -2.761 -5.204
H -4.808 -0.865 -3.709
H -4.767 0.886 -0.253
H -6.317 2.756 -0.778
H -6.430 3.707 -2.891
H -4.802 3.052 -4.770
H -3.090 1.345 -4.134
H -1.421 3.339 -2.319
H -1.441 5.730 -3.094
H -0.059 6.459 -5.069
H 1.636 4.725 -6.024
H 1.915 2.693 -4.984
H -0.812 1.122 -5.398
H -0.597 -0.302 -7.357
H 0.946 -2.278 -7.357
H 2.466 -2.567 -5.279
H 2.260 -1.112 -3.459
C -1.033 1.746 4.687
N -0.620 0.621 5.477
C -1.250 0.325 6.719
C -0.565 -0.903 7.192
N -0.229 -1.633 5.888
C -1.162 -2.783 5.728
C -0.296 -0.592 4.876
N -0.099 -0.723 3.623
C 0.611 -1.891 3.166
C 1.924 -1.605 2.365
N 2.612 -0.421 2.845
C 3.552 -0.425 3.700
N 4.208 0.762 4.111
C 4.033 1.932 3.248
C 5.528 0.431 4.582
C 5.292 -0.952 5.201
N 4.197 -1.509 4.340
C 3.386 -2.502 4.992
H -1.968 1.493 4.146
H -0.178 2.002 4.033
H -1.220 2.576 5.316
H -2.304 -0.023 6.583
H -1.267 1.250 7.378
H -1.073 -1.514 7.931
H 0.449 -0.623 7.614
H -2.111 -2.298 5.514
H -1.296 -3.296 6.645
H -0.884 -3.462 4.864
H 0.059 -2.556 2.476
H 0.887 -2.603 3.995
H 1.762 -1.425 1.336
H 2.529 -2.499 2.384
H 4.448 1.777 2.232
H 4.471 2.737 3.815
H 2.940 2.128 3.062
H 5.957 1.095 5.373
H 6.264 0.255 3.720
H 4.779 -0.823 6.135
H 6.143 -1.631 5.220
H 2.874 -2.073 5.889
H 4.089 -3.209 5.358
H 2.712 -3.011 4.290
O 0.906 -1.757 -0.858
H -0.007 -1.493 -0.817
H 1.384 -0.939 -1.092
F 1.251 2.956 3.067
*
```

These are the Mulliken partial charges, in e, on atoms 1 to 4:
1 Rb 0.5645
2 C -1.0545
3 Si -0.0062
4 C -1.1450

=====

(4)
This record from the OMol25 dataset describes a cluster of 13 separate species, C13H52N22O13 in total in a non-equilibrium geometry. The level of theory is ωB97M-V/def2-TZVPD.

Calculated values
LUMO	0.34	eV
ΔE to the lowest compared entry with this formula, charge and spin	14.87	kcal per mole
orbital gap	10.08	eV
HOMO level	-9.740	eV
max |F|	3.9	eV/Å

```
! wB97M-V def2-TZVPD RIJCOSX def2/J DEFGRID3
* xyz 0 1
C -0.404 1.089 -4.533
O 0.752 1.873 -4.247
H -0.319 0.597 -5.506
H -0.483 0.243 -3.828
H -1.283 1.735 -4.554
H 1.501 1.320 -4.489
C -1.620 -3.382 -4.403
O -1.358 -2.827 -3.051
H -0.719 -3.888 -4.803
H -2.416 -4.158 -4.278
H -1.911 -2.615 -5.099
H -0.475 -2.373 -3.078
C -3.639 3.390 -3.034
O -4.299 2.660 -2.342
N -4.144 4.024 -4.118
N -2.359 3.568 -2.707
H -5.152 3.920 -4.174
H -3.792 4.932 -4.329
H -2.046 3.018 -1.914
H -1.692 4.080 -3.281
C 2.241 1.422 3.505
O 2.285 0.546 2.622
N 1.074 1.915 3.985
N 3.424 1.867 4.032
H 0.172 1.491 3.892
H 0.972 2.816 4.445
H 3.365 2.669 4.635
H 4.257 1.720 3.492
C 5.136 0.200 0.911
O 5.431 -0.611 1.726
N 5.691 1.446 1.025
N 4.191 0.025 -0.062
H 6.411 1.538 1.744
H 5.280 2.205 0.500
H 3.278 -0.277 0.303
H 4.107 0.896 -0.595
C -0.306 -2.045 3.925
O -0.885 -2.882 4.599
N -0.713 -1.947 2.584
N 0.605 -1.181 4.414
H -1.383 -2.710 2.461
H -0.682 -1.250 1.866
H 0.982 -1.365 5.310
H 1.237 -0.656 3.886
C 2.190 -1.282 -3.470
O 1.177 -1.728 -3.933
N 3.304 -1.452 -4.187
N 2.305 -0.584 -2.345
H 3.290 -2.374 -4.668
H 4.205 -1.172 -3.825
H 3.142 -0.579 -1.813
H 1.396 -0.519 -1.894
C -0.822 0.399 -0.397
O -0.984 1.592 -0.639
N 0.339 -0.081 0.174
N -1.629 -0.549 -0.869
H 0.436 -1.087 0.247
H 0.948 0.522 0.699
H -2.515 -0.282 -1.253
H -1.527 -1.446 -0.482
C 2.985 -3.002 0.428
O 2.289 -3.487 -0.460
N 2.371 -2.191 1.352
N 4.304 -3.055 0.493
H 2.995 -1.865 2.099
H 1.402 -2.429 1.431
H 4.795 -2.258 0.925
H 4.716 -3.424 -0.333
C -1.884 2.647 4.214
O -1.015 3.468 4.460
N -3.071 2.956 3.729
N -1.664 1.376 4.626
H -3.504 2.205 3.189
H -3.183 3.850 3.308
H -1.080 1.209 5.429
H -2.270 0.664 4.265
C 2.663 3.143 -0.626
O 3.813 2.853 -0.973
N 2.268 3.497 0.704
N 1.603 3.014 -1.497
H 3.017 3.745 1.349
H 1.498 4.149 0.717
H 0.751 2.691 -1.065
H 1.793 2.646 -2.438
C -3.866 -3.947 -0.660
O -4.953 -4.371 -0.275
N -2.824 -4.478 -0.016
N -3.768 -2.915 -1.489
H -3.075 -5.275 0.549
H -1.922 -4.415 -0.429
H -4.665 -2.852 -1.963
H -2.969 -2.903 -2.122
C -3.918 -0.088 1.647
O -3.271 0.869 2.086
N -4.648 0.012 0.554
N -3.868 -1.292 2.352
H -4.418 0.782 -0.052
H -4.900 -0.849 0.093
H -4.645 -1.939 2.324
H -3.449 -1.159 3.288
*
```

These are the Mulliken partial charges, in e, on atoms 1 to 4:
1 C -0.4393
2 O -0.5471
3 H 0.3363
4 H 0.0601